Record 1
ORCA calculation (ωB97M-V/def2-TZVPD) on an isolated molecule of C5H8O.

The value obtained for the LUMO energy is 0.868 eV. As for the SMILES: C[C@@H]1C=C(O)C1. As for the highest occupied orbital energy: -8.6 eV. The strongest force on any atom is 0.0052 Eh/bohr. The orbital gap comes out at 9.47 eV. Its molar mass is 84.12 u. Its energy above the lowest of the compared OMol25 structures with the same formula, charge and spin is 144.3 kJ/mol. The calculation puts the total energy at -7360.7600 eV.

Last column: Mulliken charge in e.
Geometry (Å):
H1 -1.262 1.709 0.345  0.2703
H2 -0.702 1.144 -1.257  0.2530
C1 1.809 0.357 -0.406  -1.3682
H3 1.638 -0.014 -1.424  0.3405
H4 -2.700 -1.777 0.276  0.3220
O1 -2.614 -0.894 -0.109  -0.5241
C2 -1.339 -0.491 0.057  0.5765
C3 -0.194 -1.029 0.492  -0.9220
H5 0.710 0.735 1.412  0.2785
C4 0.534 0.302 0.418  0.6197
C5 -0.788 0.882 -0.196  -0.8949
H6 2.212 1.374 -0.467  0.3456
H7 2.575 -0.279 0.055  0.3270
H8 0.122 -2.020 0.801  0.3761



Record 2
ORCA calculation (ωB97M-V/def2-TZVPD) on a cluster of 2 separate species, C5H8O in total.

The value obtained for the LUMO energy is 0.665 eV. As for the SMILES: C=CC=C.C=O. As for the highest occupied orbital energy: -9.2 eV. The strongest force on any atom is 0.0107 Eh/bohr. The orbital gap comes out at 9.88 eV. Its molar mass is 84.12 u. Its energy above the lowest of the compared OMol25 structures with the same formula, charge and spin is 250.3 kJ/mol. The calculation puts the total energy at -7359.6607 eV.

Last column: Mulliken charge in e.
Geometry (Å):
C1 -1.244 1.306 0.961  -0.1059
H1 1.482 0.253 1.215  0.4406
O1 -2.146 0.692 0.452  -0.3972
H2 -1.124 -2.485 -0.810  0.2717
H3 1.071 0.358 -1.821  0.2584
C2 1.476 0.643 -0.855  -0.6141
H4 -0.821 1.024 1.945  0.2597
C3 1.097 -0.027 0.232  -0.4728
C4 0.323 -1.273 0.115  0.1102
H5 -1.171 -0.693 -1.272  0.2503
H6 0.744 -2.091 0.693  0.3077
H7 -0.778 2.183 0.480  0.2484
H8 2.240 1.409 -0.829  0.2789
C5 -0.702 -1.493 -0.704  -0.8359



Record 3
ORCA calculation (ωB97M-V/def2-TZVPD) on an isolated molecule of C5H8O in a non-equilibrium geometry.

The value obtained for the LUMO energy is -0.021 eV. As for the highest occupied orbital energy: -8.6 eV. The strongest force on any atom is 0.0215 Eh/bohr. The orbital gap comes out at 8.61 eV. Its molar mass is 84.12 u. Its energy above the lowest of the compared OMol25 structures with the same formula, charge and spin is 438.4 kJ/mol. The calculation puts the total energy at -7357.7120 eV.

Last column: Mulliken charge in e.
Geometry (Å):
H1 1.516 1.886 -1.056  0.3746
H2 0.277 -0.224 1.817  0.2397
H3 -1.896 -0.651 -0.215  0.2988
C1 0.114 0.265 -0.790  0.5856
H4 2.103 0.297 -1.576  0.3408
C2 1.525 0.820 -0.814  -1.3731
O1 0.063 -1.152 -0.540  -0.4543
H5 -1.384 -2.119 0.656  0.4192
C3 -1.047 -1.143 0.335  -0.4395
C4 -0.754 0.914 0.278  -0.4555
H6 2.016 0.672 0.148  0.2859
C5 -0.715 -0.087 1.376  -0.3513
H7 -0.349 0.453 -1.764  0.2616
H8 -1.470 0.070 2.145  0.2673



Record 4
ORCA calculation (ωB97M-V/def2-TZVPD) on an isolated molecule of C5H8O in a non-equilibrium geometry.

The value obtained for the LUMO energy is 1.104 eV. As for the SMILES: O[C@H]1C[C@H]2C[C@H]21. As for the highest occupied orbital energy: -9.1 eV. The strongest force on any atom is 0.0432 Eh/bohr. The orbital gap comes out at 10.16 eV. Its molar mass is 84.12 u. Its energy above the lowest of the compared OMol25 structures with the same formula, charge and spin is 306.2 kJ/mol. The calculation puts the total energy at -7359.0822 eV.

Last column: Mulliken charge in e.
Geometry (Å):
H1 0.254 2.074 -0.132  0.3530
C1 0.371 -1.115 -0.045  0.0079
H2 -1.793 -1.387 0.290  0.2936
H3 0.723 -2.127 0.029  0.4034
H4 2.241 0.015 -0.602  0.3131
H5 -1.454 -0.500 -1.234  0.2819
C2 0.533 0.016 0.914  -0.7150
C3 -1.113 -0.696 -0.213  -0.7709
O1 -0.615 1.690 -0.326  -0.5794
H6 1.181 0.229 1.781  0.4059
C4 1.172 -0.066 -0.693  -0.7007
H7 0.832 0.308 -1.694  0.2277
C5 -0.812 0.612 0.577  0.1168
H8 -1.521 0.947 1.347  0.3627